(1)
Density functional theory data (ωB97M-V with the def2-TZVPD basis set) for C56H45F4IKN4O6SSb as an isolated structure.

Geometry as XYZ:
```
119
Properties=species:S:1:pos:R:3:forces:R:3:mulliken_charge:R:1
K 2.315156 -1.931533 1.137549 0.2768 -0.2421 0.4985 1.144
C 1.546153 -4.973649 3.407664 0.5696 0.6045 0.5599 -0.735
N 2.693605 -4.137228 3.025249 -2.1355 -1.2718 -0.3800 -0.167
C 3.437574 -3.729904 3.957760 1.9723 0.8245 1.4541 -0.285
C 4.570069 -2.885471 3.630847 -0.0687 -0.8757 1.3559 0.180
C 5.683528 -2.695749 4.472331 -0.2319 0.0003 0.2064 -0.582
C 6.561861 -1.863468 3.767157 0.1716 -0.7797 0.2080 -0.935
C 5.920255 -1.654790 2.525298 0.2545 0.5958 0.0409 -0.529
N 4.733144 -2.269350 2.440643 0.0879 0.2306 -0.2335 0.081
C 0.985160 -5.735570 2.236882 -0.2682 0.5677 -0.0508 0.547
C 1.508042 -5.630726 0.937926 -0.0059 -0.7904 -0.5843 -0.332
C 0.767790 -6.258014 -0.083522 0.4791 -0.1061 -1.1304 -0.019
C -0.416953 -6.982331 0.136611 0.4261 0.5870 -0.5426 -0.731
C -0.875742 -7.090114 1.435199 0.4663 -0.1921 0.0420 -0.349
C -0.187928 -6.476168 2.463323 0.7512 0.4049 -1.3363 -0.891
H 0.750398 -4.288977 3.828876 0.5268 -0.8563 -0.2705 0.196
H 1.848314 -5.723340 4.184401 -0.3252 0.5696 -0.2327 0.311
H 3.349365 -3.981855 5.098693 -0.1612 0.1029 -1.9050 0.131
H 5.814630 -3.164620 5.447331 -0.0073 0.2519 -0.1364 0.359
H 7.566559 -1.606659 4.125090 -0.4923 0.2343 -0.4378 0.363
H 6.166221 -0.918617 1.776901 0.2944 -0.2530 -0.1123 0.574
H 2.509804 -5.181269 0.664764 -1.4674 -0.2692 0.7993 0.498
H 1.182531 -6.199978 -1.125193 -0.5380 -0.0367 0.9816 0.187
H -1.015939 -7.397780 -0.688508 0.5777 0.1326 0.3400 0.333
H -1.715522 -7.718196 1.652219 -0.5634 -0.0360 0.1065 0.398
H -0.591477 -6.511239 3.432468 -0.3238 -0.0642 1.2695 0.455
I -0.469719 -1.128396 5.244914 0.3646 -0.6953 0.3865 -0.702
F 8.159114 3.837601 -0.329973 -1.7922 0.9161 0.5333 -0.286
C 6.804815 4.138024 -0.400062 -0.8683 1.0278 -0.3692 0.090
C 5.837796 3.421008 0.242629 2.0210 -0.4977 -0.3913 0.011
N 4.551266 3.427922 -0.264300 -0.5323 1.0392 0.8456 0.215
C 3.523353 2.373814 0.098244 -0.2282 1.4931 -1.0921 -0.492
C 3.934425 1.117969 0.868444 1.0718 -1.4714 2.4288 0.249
O 5.127567 0.873321 1.230245 -1.4602 1.3998 -1.5163 -0.642
O 2.941195 0.428338 1.233750 0.1984 1.1997 -1.1644 -0.636
C 4.056733 4.497882 -1.022271 -0.4165 -1.7344 -1.0690 0.166
O 2.922262 4.454967 -1.534476 1.7579 0.8964 1.0130 -0.588
N 4.998054 5.501269 -1.311352 0.2060 -0.3625 0.4593 -0.006
C 6.374295 5.447826 -1.064050 1.0945 -3.0095 1.0353 0.308
O 7.167189 6.323688 -1.293929 -0.2122 1.0124 -0.5887 -0.632
H 6.130272 2.732201 1.078625 -0.8315 0.0918 -1.2854 0.401
H 3.100364 2.152254 -0.903637 -0.0046 -0.3359 0.8124 0.186
H 2.758105 2.953717 0.642483 0.1120 -0.7570 -0.0565 0.255
H 4.689472 6.333626 -1.784180 -0.2991 0.0096 -0.0541 0.253
F -7.968647 -2.191032 6.298253 0.3867 -0.0761 -0.1601 -0.337
C -6.938653 -1.909176 5.460608 1.5941 0.7639 -0.8266 0.394
C -7.012763 -0.744528 4.658966 0.3036 -0.3747 -0.2114 -0.533
C -5.972295 -0.375889 3.774875 0.0211 -2.1208 0.9726 -0.165
C -4.785638 -1.183346 3.733268 -1.0136 1.1919 0.7747 -0.231
C -4.747265 -2.331707 4.537897 0.5404 0.2404 -0.7152 -0.396
C -5.767125 -2.702745 5.408427 -0.8455 -0.0301 0.4340 -0.509
Sb -2.839817 -0.432600 3.118876 0.2256 -0.1362 -1.3822 1.027
C -2.528550 1.156484 4.464346 0.2330 0.5660 -0.7640 0.031
C -3.232717 1.223162 5.645577 0.1084 0.1121 0.5506 -0.377
C -3.004168 2.252860 6.539716 0.7216 1.3627 -0.0437 -0.451
C -2.089557 3.296421 6.178098 -1.7522 -1.7467 -0.0604 0.341
F -1.774481 4.259257 7.063923 -0.2015 0.2864 0.0341 -0.327
C -1.561452 3.317297 4.902675 2.2413 0.6917 -0.3221 -0.553
C -1.628054 2.184716 4.104574 -1.0645 -0.7905 -0.8757 -0.651
C -3.794278 0.898212 1.592798 1.5304 -0.2168 2.2795 0.034
C -4.501914 0.134968 0.711358 -0.5182 0.8652 -1.1568 -0.818
C -4.922604 0.721801 -0.480872 -0.1727 0.4939 -1.0147 -0.655
C -4.494797 2.042475 -0.773994 -0.0425 -0.5731 0.7637 0.402
F -4.749833 2.557940 -2.025198 -0.2011 -0.1885 0.8244 -0.290
C -3.796841 2.830895 0.164316 -0.6953 -1.2526 -0.7562 -0.755
C -3.442407 2.227807 1.378954 -1.1851 -0.2535 -2.1116 -0.241
H -7.863346 -0.066915 4.704555 -0.1324 -0.4371 0.1434 0.370
H -6.210904 0.418787 3.079933 0.6248 0.3306 0.1789 0.335
H -3.846650 -2.965576 4.416775 -0.5594 0.3847 0.5861 0.342
H -5.559808 -3.566689 6.063555 -0.6604 0.4807 -0.3746 0.353
H -3.873761 0.398676 5.968078 0.0115 0.3080 -0.2585 0.284
H -3.584176 2.244068 7.462152 0.5339 0.2915 0.0458 0.370
H -0.868655 4.128724 4.549044 -0.7957 -0.6908 0.7698 0.296
H -1.038785 2.100451 3.140080 -0.7273 0.2606 1.3523 0.656
H -4.693713 -0.902987 0.959700 -0.2573 -0.0293 -0.2656 0.445
H -5.569342 0.157107 -1.185787 0.6720 0.5703 0.2945 0.335
H -3.531987 3.848933 -0.073710 0.0812 0.0977 -0.1070 0.457
H -2.884391 2.851293 2.018939 0.5007 0.1589 1.1050 0.569
C 3.061317 -3.812086 -3.151948 -0.3282 -0.5316 -1.6275 -1.306
C 2.042708 -2.912756 -2.474373 1.5741 0.6085 2.3760 0.574
O 2.451882 -2.179988 -1.540344 -1.2680 -1.5638 -2.3335 -0.600
C 0.632423 -2.956428 -2.894055 -0.5074 0.7120 -0.0651 0.683
C 0.121686 -3.947619 -3.719506 0.8867 0.9483 -0.3675 -0.219
C -1.181423 -3.852575 -4.181221 0.0334 -1.7121 0.7598 -0.896
C -1.992373 -2.891605 -3.635171 -1.8379 1.8745 -0.5480 -0.437
C -1.477049 -1.803736 -2.908729 -1.0089 -0.1260 -0.0934 -0.363
C -0.181290 -1.873539 -2.524401 1.4076 -0.4193 1.1829 -0.537
H 4.015954 -3.308515 -3.077649 0.2885 -0.2130 0.3555 0.356
H 2.865174 -3.920018 -4.265417 0.0245 0.1505 1.2379 0.388
H 3.099155 -4.860189 -2.755957 -0.0492 1.0381 0.0038 0.253
H 0.827459 -4.679118 -4.068741 -0.1916 -0.5065 -0.1811 0.391
H -1.554078 -4.698687 -4.766055 -0.1736 0.5298 0.0375 0.321
H -3.087289 -2.833465 -3.835490 0.9608 -0.3611 -0.1446 0.306
H -2.063710 -0.910816 -2.625473 0.1232 -0.8907 -0.1705 0.434
H 0.239830 -1.199462 -1.785490 0.0094 0.3950 -0.4648 0.546
O -0.637823 0.964577 -4.188098 0.0882 0.6323 -0.6386 -0.554
S -0.579748 2.456893 -4.052411 -1.0582 -0.1793 1.6869 0.556
C -2.088755 3.205555 -4.803281 1.2058 0.1040 -0.8945 0.216
C -2.030489 4.326747 -5.647263 -1.5418 -0.8002 1.4463 -0.392
C -3.224323 4.984549 -5.928424 0.3263 -1.1617 0.2543 -0.699
C -4.428282 4.341603 -5.631756 -0.3057 0.9641 -0.6290 -0.438
C -4.483384 3.173663 -4.888458 -0.6683 0.5277 -0.3135 -0.525
C -3.301170 2.653714 -4.418813 0.1795 -1.4856 -0.5521 -0.158
C 0.838904 3.119472 -4.880338 0.5044 0.3457 -1.2668 0.345
C 1.361037 2.405410 -5.973296 -0.2783 -1.1569 0.5593 -0.382
C 2.561476 2.794968 -6.547774 -1.0194 0.5432 0.8039 -0.582
C 3.270778 3.862875 -6.023207 -1.4246 -0.2030 0.2751 -0.573
C 2.767154 4.579472 -4.966306 -0.7965 0.3425 1.2321 -0.371
C 1.506437 4.249493 -4.387091 0.7145 -0.0608 -0.2764 -0.228
H -1.151665 4.602479 -6.139639 1.5013 0.6986 -0.1275 0.533
H -3.165589 5.948834 -6.390027 -0.3122 0.1846 -0.6467 0.404
H -5.291914 4.748504 -6.157107 -0.2303 -0.0163 0.6750 0.327
H -5.446180 2.681508 -4.668418 0.6938 0.2624 -0.2401 0.362
H -3.364195 1.621829 -4.064033 0.4678 0.5411 0.7351 0.330
H 0.880779 1.418429 -6.227616 0.3599 1.3236 0.0085 0.285
H 2.877875 2.337917 -7.431889 0.6739 -0.9282 -1.0649 0.450
H 4.158090 4.187083 -6.461839 1.4825 0.2770 -0.6591 0.462
H 3.403117 5.374876 -4.544173 -0.7001 -0.3151 -0.1296 0.278
H 1.113717 4.840573 -3.548539 0.2418 -0.4680 -0.3355 0.354
```
Forces are in eV/Å.

- Frontier orbital gap: 4.7 eV
- Net charge: -2



(2)
Density functional theory data (ωB97M-V with the def2-TZVPD basis set) for an isolated ion of composition C3H5NO4P and charge -1.

Geometry as XYZ:
```
14
Properties=species:S:1:pos:R:3:forces:R:3:nbo_charge:R:1
C 0.883252 1.072817 2.233456 0.5112 -1.5867 -3.7328 -0.430
C 0.040677 0.600064 1.257094 0.9112 2.0048 1.2996 -0.135
C 0.414454 0.400827 -0.151126 0.9279 0.6704 -0.2268 -0.303
N -0.090925 -0.829190 -0.692675 3.7617 -3.9875 2.2461 -0.087
O 0.741101 -2.017045 -0.112654 -2.5704 3.2699 -1.5316 -0.686
O -1.542165 -0.875276 -0.530538 -0.8032 -0.1930 0.3176 -0.659
P -1.046479 -0.912493 -2.102214 -0.6187 0.6228 1.5253 2.443
O -1.138607 -2.209641 -2.681467 -0.1227 -2.5505 -1.6544 -1.085
O -1.210289 0.377713 -2.739121 -0.0208 1.6153 -1.0500 -1.127
H 0.543060 1.129395 3.228499 -0.1210 0.5694 1.0254 0.194
H 2.000817 1.191688 1.930064 -2.0410 -0.2995 0.9752 0.188
H -1.025602 0.637111 1.264999 -0.8063 -0.5023 1.3299 0.206
H 1.500740 0.269815 -0.085183 -0.1057 0.4402 -1.1897 0.236
H -0.070033 1.164215 -0.819135 1.0975 -0.0732 0.6663 0.243
```
Forces are in eV/Å.

- Frontier orbital gap: 8.4 eV
- Structure (SMILES): C=CC[N@@+]1([O-])O[P@@]1(=O)[O-]
- Net charge: -1



(3)
Density functional theory data (ωB97M-V with the def2-TZVPD basis set) for one molecule with the formula C4H11NS.

Geometry as XYZ:
```
17
Properties=species:S:1:pos:R:3:forces:R:3:nbo_charge:R:1
C -1.070822 1.863903 0.976755 0.7312 0.2190 0.6087 -0.633
C 0.333032 1.290790 0.792591 -0.2946 -0.5599 -0.8144 -0.521
S 0.636880 0.724595 -0.915456 0.6112 -0.1038 -0.1485 0.139
C -0.446967 -0.747282 -0.955130 -0.7833 0.3330 0.7211 -0.341
N -0.470247 -1.462948 0.294310 0.1168 0.2617 0.1318 -0.660
C 0.728287 -2.210183 0.619886 -0.0983 -0.0468 0.7501 -0.421
H -1.049990 2.673083 1.703895 -0.0312 0.1097 0.1331 0.210
H -1.712948 1.093770 1.390163 -0.3430 -0.0676 -0.3043 0.214
H -1.427791 2.280702 0.046510 -0.3529 -0.0519 -0.2117 0.215
H 0.449229 0.372630 1.354143 0.1062 0.1313 0.4956 0.231
H 1.151254 1.969136 1.010314 -0.0365 0.1597 0.0357 0.223
H -0.154729 -1.408765 -1.775379 0.1190 0.4228 -0.3406 0.191
H -1.450946 -0.331595 -1.098252 0.0619 -0.4616 -0.2815 0.206
H -1.333369 -1.961380 0.429999 0.0698 -0.1178 -0.0596 0.375
H 1.247103 -1.804716 1.498661 -0.0291 0.2135 -0.1338 0.183
H 1.440212 -2.180861 -0.196572 0.0979 -0.2484 -0.2539 0.196
H 0.482043 -3.230067 0.912216 0.0548 -0.1929 -0.3277 0.195
```
Forces are in eV/Å.

- Frontier orbital gap: 9.3 eV
- Structure (SMILES): CCSCNC
- Net charge: 0